(1)
Molecular formula: C27H21N7O2Ru
Method: DFT, wB97M-V/def2-TZVPD

Structure (XYZ):
```
58
Properties=species:S:1:pos:R:3
C 2.9994 2.8524 -5.6479
H 0.9110 -3.0377 2.8494
C -0.1597 2.8310 0.7378
H -0.4555 3.3747 -0.1463
C 0.3198 -1.3231 1.6093
H 2.8317 -1.1785 3.3249
H 2.9692 3.7052 -6.3115
C 0.4177 -3.3999 0.7100
C 0.2142 3.3574 1.9724
H 4.8819 2.1418 -6.3930
C -3.0888 -1.6204 -0.8456
O -0.8228 1.8549 -2.0559
C -5.0541 -1.4683 -2.2139
H -6.6867 -2.6987 -2.1346
H 0.5672 -4.4587 0.5732
H -0.2850 -0.1455 7.0268
C -0.0016 -2.5112 -0.2507
C 4.0766 1.9661 -5.6915
C 0.8828 -0.4426 3.8601
H 0.2832 4.4048 2.2179
H -0.9746 0.2576 4.6860
C 0.4651 -0.2062 2.4546
H 3.1399 -0.2258 -3.2789
C 2.0414 1.5189 -3.9154
C 0.3920 -0.3664 6.2125
C 3.1180 0.6205 -3.9484
N -6.2562 -1.9097 -2.5859
C 2.0587 -1.1089 7.8523
C 0.0093 -0.1412 4.9013
C 2.1473 -0.9586 4.1355
H 4.9764 0.1809 -4.8855
C 4.1329 0.8555 -4.8430
H -4.9738 0.2018 -3.6022
N -0.1278 1.4795 0.7528
Ru -0.6703 0.2806 -0.7698
N -2.5067 -0.5500 -1.4446
N -0.0965 -1.2488 0.2782
H -4.7173 -2.9578 -0.6673
C 1.9706 2.6430 -4.7628
N 1.0108 1.2707 -2.9908
H 1.1280 3.3160 -4.7211
C 1.6576 -0.8780 6.4858
H -2.7794 0.9394 -2.8748
H 0.8008 2.3036 3.8220
N 2.3766 -1.2959 8.9403
H -0.2535 -2.7046 -1.2825
C 0.2595 1.0994 2.0437
O 1.0242 0.2334 -2.2695
C -3.2265 0.0711 -2.4165
C 0.4741 2.2771 2.7940
C -4.3156 -2.0995 -1.1895
H 3.5237 -1.5548 5.6697
C 2.5384 -1.1682 5.4463
H -2.5350 -2.0941 -0.0499
C -4.4580 -0.3411 -2.8213
H -6.7807 -1.4463 -3.3083
C 0.6009 -2.6583 1.8876
N 0.0252 2.1618 -2.9256
```

- Multiplicity: 5
- Highest occupied orbital energy (spin up / spin down): -13.81 / -13.79 eV
- Energy above the lowest of the compared OMol25 structures with the same formula, charge and spin: 73.0 kJ/mol
- LUMO level (spin up / spin down): -6.94 / -9.53 eV
- Net charge: +2
- Gap between HOMO and LUMO (spin up / spin down): 6.877 / 4.263 eV

(2)
Molecular formula: C31H32BF3O3S
Method: DFT, wB97M-V/def2-TZVPD

Structure (XYZ):
```
71
Properties=species:S:1:pos:R:3
C -0.8960 0.3279 -6.4230
C -4.0258 0.3548 2.8609
F -3.2573 2.3324 3.9407
C 0.3873 -2.7507 -2.3934
O -0.0540 -2.5687 -0.0281
H 2.1422 -0.7233 -2.4000
O 1.7249 -1.0514 0.1426
H -0.0627 -1.7660 2.3324
H 1.4380 1.9610 -2.5968
C -3.7216 -0.7841 2.1009
H -1.9225 0.6814 -6.6056
H 0.8081 2.3524 -0.5283
H -2.1495 -1.9488 1.1801
C 3.2515 -0.4191 3.7057
C -2.9850 1.1731 3.2498
C 0.6614 1.4403 -3.1588
C 2.4267 1.7787 3.3801
C 2.8468 -1.3987 -1.8944
C 1.3155 1.2908 2.6880
H -1.9109 4.7803 2.5590
H -0.8601 -0.7509 -6.6359
H -0.8900 1.4923 3.4866
S -1.5255 0.1425 -3.7194
C -0.9598 1.2695 -1.2302
H 0.1951 -5.0063 -1.1171
C 0.0103 -0.7349 1.8839
C 1.1766 -0.0782 2.5635
H 2.9452 -3.4310 0.8984
C 2.2186 -2.0995 -0.7013
H 1.0916 -3.1590 -3.1263
C 3.3292 -2.8456 0.0507
C -2.4065 -1.0481 1.7483
H 0.2190 -1.6865 -2.5999
H -2.7445 -0.0061 -1.2810
O -3.1430 3.5084 1.4578
H 3.2166 -2.1481 -2.6075
C -1.6460 0.8871 2.9843
C -2.3807 2.8414 0.5504
H 1.8966 -4.8491 -1.5340
H 3.6964 -0.7846 -1.5576
H -3.6346 5.2164 2.3609
H 1.4612 1.4946 -5.2453
C 1.1249 -4.4959 -0.8494
H 2.0535 -2.0383 2.9278
C 2.1597 -0.9550 3.0481
C 0.6748 1.2002 -4.5592
C -0.2765 2.2065 -0.4148
C -1.3623 -0.1993 2.1410
C -0.4871 0.5872 -5.0247
C -3.0181 1.7649 -0.1060
C -2.7526 4.8311 1.8568
H -2.5003 5.4429 0.9819
F 2.5286 3.1362 3.5458
C 3.4114 0.9522 3.9046
C 0.9379 -2.9981 -1.0074
C -2.2793 0.9053 -0.8755
H -4.5131 -1.4547 1.7779
H -0.5654 -3.2755 -2.5082
H 4.0646 -2.1245 0.4409
H 3.8604 -3.5358 -0.6213
H 0.5874 1.9915 2.2814
H -4.0808 1.6477 0.0802
C -0.9925 3.0546 0.4055
B 0.5312 -1.5386 0.6615
H 1.3968 -4.7887 0.1675
H -0.2208 0.8537 -7.1039
F 4.2494 -1.2833 4.1264
C -0.5074 0.9842 -2.5504
H 4.2766 1.3516 4.4271
H -0.5400 3.8738 0.9717
H -5.0437 0.6174 3.1332
```

- Highest occupied orbital energy: -7.14 eV
- Energy above the lowest of the compared OMol25 structures with the same formula, charge and spin: 0.0 kJ/mol
- LUMO level: 0.35 eV
- Gap between HOMO and LUMO: 7.491 eV

(3)
Molecular formula: C17H36ClN4O2Rh
Method: DFT, wB97M-V/def2-TZVPD

Structure (XYZ):
```
61
Properties=species:S:1:pos:R:3
H 0.1416 0.6693 -3.1610
C -2.7211 0.3490 0.2082
C -0.0285 -3.6808 0.0468
C -0.4025 2.5145 -2.1510
H 1.7117 2.1201 -1.8109
H -3.2822 -1.6648 0.6394
C 0.6896 2.3661 1.0574
C 0.6198 -0.6864 3.3497
H -2.9382 2.2372 -0.7968
N 0.8327 -2.8332 0.8794
C -1.4635 -3.1840 0.0216
H 4.0728 -1.3268 -2.2662
H 1.5779 -0.8521 3.8536
C -0.8565 1.7640 -0.8681
C -2.3313 1.3343 -0.8999
O 1.9633 -0.4982 -1.0416
H -2.0862 -3.8491 -0.5850
H -3.4975 -1.2337 -1.0455
C 0.6550 1.5768 2.3640
H -1.0109 -1.8335 2.5675
H 1.3803 3.4347 -2.9401
H -1.4850 1.2467 -3.5854
H -0.3167 1.7314 2.8386
H -1.3977 -1.8125 -1.4882
H -1.8819 -3.1778 1.0294
N -1.5322 -1.7897 -0.4809
O 3.2664 -0.3093 0.7724
H -2.0213 0.4557 1.0444
H -3.6979 0.6262 0.6120
C 4.2196 -1.0951 -1.2256
H 1.1722 3.7037 -1.2131
H 0.4112 -3.6732 -0.9544
Rh 0.3499 -0.7552 0.1693
H 1.0383 3.3787 1.2739
H 1.7673 -3.1025 2.7174
H -0.0643 2.0479 -4.2352
C -2.8276 -1.1174 -0.1877
C -0.4674 1.5587 -3.3468
H 5.1800 -1.2294 -0.7586
H 1.4407 1.9246 0.3983
H -2.5839 0.9123 -1.8754
H -0.3329 -2.4433 4.0643
H 1.4303 1.9393 3.0492
H -0.0062 -4.7236 0.3828
H -0.9886 3.3686 0.3967
N -0.6171 2.4296 0.4043
C 1.0527 2.9677 -2.0094
Cl 3.3083 -3.7688 -0.4852
H -2.3208 3.4603 -2.6166
H 1.7970 -3.0272 0.5379
H -0.9139 4.2805 -3.2849
C -1.2846 3.7358 -2.4146
C 0.7472 -3.0701 2.3268
H -1.2739 4.4333 -1.5726
H 1.8328 -0.0032 1.8285
H -0.2446 0.8375 -0.8698
H 0.3116 -4.0594 2.5063
N 0.8443 0.1309 2.1399
C 3.1319 -0.6062 -0.4325
H -0.0040 -0.1054 4.0325
C -0.0658 -2.0235 3.0905
```

- Multiplicity: 5
- Highest occupied orbital energy (spin up / spin down): -6.96 / -7.76 eV
- Energy above the lowest of the compared OMol25 structures with the same formula, charge and spin: 0.0 kJ/mol
- LUMO level (spin up / spin down): 0.30 / -0.66 eV
- Gap between HOMO and LUMO (spin up / spin down): 7.257 / 7.099 eV

(4)
Molecular formula: C40H30F5IN7O2STi
Method: DFT, wB97M-V/def2-TZVPD

Structure (XYZ):
```
87
Properties=species:S:1:pos:R:3
H -6.5685 -0.2212 -2.0776
H 4.3036 2.4384 1.0850
H 0.9649 4.7371 3.0142
H -2.2369 -4.5341 0.3620
C -2.4552 3.1359 2.5154
H 3.6247 -2.1723 2.3371
F 4.6668 1.5946 -4.4809
H -1.1600 -3.4480 -1.3974
C -2.4731 -2.9136 2.7705
C -5.3515 0.6424 -0.5307
C -3.8323 -0.4211 -3.7999
C -3.3611 -2.3115 1.9127
H -0.4475 -2.1531 3.3370
C -4.6788 -0.3365 0.1767
H -7.3194 -0.2424 -0.4809
C -0.1186 3.1520 2.0748
C -3.9077 -1.6506 -3.1638
C 2.6949 -0.6143 -2.4593
C 2.2950 3.2215 1.4916
C -1.3646 2.5331 1.8567
O -2.1602 -5.4629 0.1096
Ti -0.2345 -0.1258 0.5605
H 2.3787 4.2920 1.5722
O 0.9984 -1.3143 1.1173
S 2.8442 2.1496 -2.1714
C -2.9966 -1.9897 -2.1737
C -6.6924 0.3485 -1.1508
C 3.2506 2.2791 1.2384
C 3.2077 0.6141 -2.8882
N -1.0128 -1.4502 -0.7991
H 3.1180 -3.1523 3.7248
H 2.2566 -1.6434 3.2973
C 0.1281 -3.3882 0.2974
C 3.8066 -1.8746 -4.1615
C -3.4262 -0.1132 0.7276
H -3.1052 -2.9376 -1.6614
C 4.3673 -0.6964 -4.6081
C -4.7335 1.8833 -0.6748
C -0.9663 6.1892 4.2311
H -2.5996 -3.8441 3.2977
C 2.7602 -2.5283 2.9063
C -1.9627 -1.1174 -1.7890
N -1.5131 1.3895 1.0936
N -2.8041 -1.1679 1.4855
C 0.1625 -4.8023 0.4438
H -0.1821 6.8301 3.8240
C 1.8398 -3.3301 2.0257
H -3.2241 4.7134 3.7299
F 4.0784 -3.0382 -4.7731
C -2.8366 0.4692 -3.4171
C -2.3413 4.2948 3.2561
C -1.9256 0.1318 -2.4287
H -0.5745 -6.7152 -0.1310
C -2.7962 1.1299 0.5878
H 1.0321 -6.4374 1.5005
H -4.5355 -0.1536 -4.5804
C 0.9947 -2.6561 1.1408
H -5.1479 -1.3078 0.2827
F 2.4213 -2.9568 -2.6068
N 1.2487 1.2592 1.3634
C -0.7379 -2.7837 -0.6558
C 2.9676 -1.8251 -3.0725
N 1.0979 2.5942 1.5678
C 4.0746 0.4988 -3.9862
H -0.7110 5.9750 5.2734
H -4.6885 -2.3549 -3.4294
H -5.2242 2.6692 -1.2417
F 5.2032 -0.7288 -5.6611
N -1.5564 -1.0224 1.9871
C -3.4909 2.1129 -0.1304
C -0.8008 -5.6658 -0.3121
H -1.8988 6.7568 4.2317
C 2.5486 1.0732 1.1605
F 1.9000 -0.6909 -1.3761
C -1.1124 4.9219 3.4231
H -7.2215 1.2695 -1.3960
H -3.0109 3.0765 -0.2493
H -2.7486 1.4311 -3.9104
H -0.7212 -5.4879 -1.3886
I -0.2967 1.4173 -2.0252
C 1.0155 -5.3574 1.3663
H -4.3482 -2.6147 1.6101
C -1.3657 -2.0614 2.7817
H 2.9206 0.0868 0.9563
N 1.8537 -4.6589 2.1504
H -3.4216 2.6598 2.4297
C -0.0156 4.3082 2.8449
```

- Multiplicity: 3
- Highest occupied orbital energy (spin up / spin down): -3.49 / -4.18 eV
- LUMO level (spin up / spin down): 2.26 / 2.04 eV
- Net charge: -1
- Gap between HOMO and LUMO (spin up / spin down): 5.745 / 6.214 eV

(5)
Molecular formula: C21H31BF16O7P2S
Method: DFT, wB97M-V/def2-TZVPD

Structure (XYZ):
```
79
Properties=species:S:1:pos:R:3
C 0.7696 -3.9862 -4.5248
S 3.0340 1.6633 2.9151
F 1.1444 -4.7606 -3.4705
H 0.1831 -1.9248 1.6085
H -1.5916 2.0718 -0.3116
F 1.2366 -5.9735 -9.3458
F 0.1033 3.6249 2.8211
F 2.4296 7.6013 2.7577
H -3.9530 -0.0284 -2.6977
F 0.8821 -6.3205 -7.2244
O 0.2186 1.2168 0.8166
H -3.0871 0.0750 -0.4121
O -1.0928 -3.6700 -6.0290
F -0.7971 -5.7070 -5.1150
F -1.6077 5.4543 1.8985
C 1.8652 5.0640 3.3232
H 0.7964 -2.9331 -4.2357
C 0.0371 0.7026 -0.5221
H 0.3592 -2.9537 4.8724
C -2.8994 0.0894 -2.4783
C -0.2758 0.6023 3.1049
H -2.6748 -3.8847 0.7057
C -0.4000 -0.5261 4.1409
H 1.2346 -0.9758 -0.2343
H 2.6141 -1.1010 2.5392
C 1.2474 -2.3288 4.8722
H -1.6412 -2.2863 -1.5616
H -1.1087 1.8290 -1.9645
H 1.7020 -0.1974 4.7078
P -0.2953 -1.9417 -1.6369
H -2.2063 -0.1168 -3.2851
H 0.4485 -3.1134 -1.4050
H 2.4046 5.1968 2.3857
C -1.2918 1.3145 -1.0276
C 1.5627 8.2025 4.8995
F 1.7732 9.4983 4.5678
F 1.6375 -4.2014 -5.5301
F 3.7612 7.6194 4.4723
H -0.7452 -1.4522 3.6902
H 0.8366 0.9691 -1.2071
C 0.2921 -5.9578 -8.3767
P 2.2270 0.1407 2.0015
C -2.4951 0.4336 -1.2427
H -3.2843 -2.0695 3.1296
O -3.5319 -2.2000 2.2042
F -0.3097 5.2253 4.2424
O -1.6760 -0.9658 1.3908
O -1.9487 -3.2509 0.7720
H -2.0693 -3.5524 -7.7487
H -1.2664 0.9961 2.9045
C -0.6546 -4.3784 -4.9339
C -0.3091 -4.5486 -8.2995
C -0.2836 -1.0611 1.1423
F -0.8720 -4.3311 -9.5238
F -1.4608 -4.0395 -3.8963
H 1.8556 -2.6347 5.7186
C 0.3553 0.2090 1.7937
C -1.4261 -4.2874 -7.2679
H -0.4790 -6.6905 -8.6310
C 0.8723 -0.8491 4.9618
C 2.5035 7.3177 4.0716
H 0.2686 1.4164 3.5717
O 0.0720 -1.3430 -2.9456
F 0.2740 7.9107 4.6490
B -2.3700 -2.1437 1.4484
C 0.1561 -0.8196 -0.2832
H 2.7030 0.1158 0.6822
H 2.1898 4.0978 3.7067
H 0.1600 5.3842 0.9792
H 0.6329 -0.6737 6.0065
F 0.6708 -3.6363 -8.1434
C -0.2764 5.7087 1.9278
H -1.1891 -0.2211 4.8211
H 1.8011 -2.5583 3.9649
F -0.1183 7.0384 2.0565
C 0.3457 4.9350 3.0953
H -2.0425 -5.1736 -7.1168
H 1.7576 8.0640 5.9648
O 2.3118 5.9806 4.3222
```

- Highest occupied orbital energy: -9.01 eV
- LUMO level: -0.05 eV
- Gap between HOMO and LUMO: 8.964 eV

(6)
Molecular formula: C8H16O2
Method: DFT, wB97M-V/def2-TZVPD

Structure (XYZ):
```
26
Properties=species:S:1:pos:R:3
H -2.6304 -1.4458 -0.9774
H 2.2386 2.1817 1.0533
C 0.2587 1.5809 -0.3502
C 0.1909 -0.6039 0.9763
O 0.7984 2.5386 0.2059
H -1.1622 0.1270 -2.4777
H 0.4690 -0.0604 -3.1554
H -0.6217 1.7605 -0.9976
C -2.1300 -0.9475 -0.1348
H -1.2631 0.7720 1.8503
C 0.8022 0.2098 -0.2215
H 3.8065 2.2303 1.1945
H 1.9471 0.3546 -0.0320
C -0.2968 -0.5474 -2.5338
H 0.3322 0.7564 2.6459
H 0.9890 -1.2619 1.3488
H 1.0735 -1.6287 -1.2967
H -0.6571 -2.4847 0.1152
H -2.6756 -1.2001 0.7856
C 0.2662 -0.8936 -1.1665
O 3.0399 1.7444 1.5085
H -0.8131 -0.5931 2.8843
H -2.2327 0.1373 -0.2883
C -0.4242 0.1292 2.1525
H -0.6250 -1.4596 -3.0528
C -0.6802 -1.3958 -0.0365
```

- Highest occupied orbital energy: -10.03 eV
- Energy above the lowest of the compared OMol25 structures with the same formula, charge and spin: 162.2 kJ/mol
- LUMO level: 0.72 eV
- Gap between HOMO and LUMO: 10.752 eV

| no. | maximum force (hartree/bohr) |
| --- | --- |
| 1 | 0.0185 |
| 2 | 0.0613 |
| 3 | 0.0142 |
| 4 | 0.0595 |
| 5 | 0.0345 |
| 6 | 0.0415 |